w.
Molecular formula: C2H2NO3S
Method: DFT, wB97M-V/def2-TZVPD

## Properties
E_HOMO: -3.52 eV
net charge: -1

Last column: Löwdin charge in e.
Element x y z (Å)
1 C 0.2062 -0.2458 0.0969  -0.53
2 C -1.1756 -0.8373 -1.2867  -0.64
3 N -0.0632 0.9258 0.6682  0.00
4 O -1.9503 0.0698 -1.3251  0.02
5 O -0.8981 -1.9067 -1.7175  0.03
6 O 2.3568 0.1026 1.4566  -0.76
7 S 1.6863 -0.9145 0.5183  0.74
8 H -0.8480 1.4746 0.3590  0.08
9 H 0.6859 1.3315 1.2302  0.06

x.
Molecular formula: C2H2NO3S
Method: DFT, wB97M-V/def2-TZVPD

## Properties
E_HOMO: -3.03 eV
net charge: -1

Last column: Löwdin charge in e.
Element x y z (Å)
1 C 0.0182 1.0558 1.3635  -0.56
2 C -0.8303 -0.1460 -1.7652  -0.51
3 N 0.4070 0.5194 0.1395  -0.17
4 O 0.0722 -0.4775 -2.4092  0.16
5 O -1.8798 0.1519 -1.3833  0.17
6 O 0.4841 -1.5073 1.7837  -0.80
7 S 0.0085 -0.2160 2.4951  0.59
8 H 0.9943 1.0860 -0.4577  0.06
9 H 0.7258 -0.4663 0.2336  0.03

Relative energy table, unit kJ/mol: w 0.0; x 85.7

w.
Molecular formula: C6H13O3P
Method: DFT, wB97M-V/def2-TZVPD

## Properties
E_HOMO: -8.89 eV
SMILES: CC[C@H]1O[C@H](P)[C@@H](O)[C@@H]1O
net charge: 0

Last column: Löwdin charge in e.
Element x y z (Å)
1 C 2.5719 1.4995 0.4113  -0.07
2 C 1.8938 0.1032 -0.1366  -0.17
3 C 0.3851 -0.0124 0.2090  -0.32
4 O -0.2494 1.0153 -0.5247  -0.17
5 C -1.5493 0.6071 -0.6039  -0.56
6 P -2.5110 1.7853 0.5387  0.86
7 C -1.6920 -0.9417 -0.2487  -0.34
8 O -2.5264 -1.7059 -1.0502  -0.02
9 C -0.2053 -1.4041 -0.2071  -0.25
10 O 0.2733 -2.2182 0.8487  -0.01
11 H 1.7175 2.1503 0.2229  0.05
12 H 3.4990 1.7494 -0.2707  0.10
13 H 2.7937 1.1814 1.4138  0.05
14 H 2.5530 -0.7257 0.3195  0.12
15 H 2.1112 0.0303 -1.2230  0.10
16 H 0.2667 0.1213 1.2632  0.15
17 H -1.9572 0.7229 -1.6106  0.11
18 H -1.2960 2.6561 0.5863  -0.05
19 H -2.1366 1.1228 1.7146  -0.13
20 H -2.0965 -0.9525 0.7934  0.14
21 H -2.0921 -1.8407 -1.9287  0.12
22 H 0.0637 -1.7592 -1.2421  0.17
23 H 0.1830 -3.1844 0.7249  0.12

x.
Molecular formula: C6H13O3P
Method: DFT, wB97M-V/def2-TZVPD

## Properties
E_HOMO: -9.16 eV
SMILES: CCO/C=C/[P@H](=O)OCC
net charge: 0

Last column: Löwdin charge in e.
Element x y z (Å)
1 C 1.6447 -4.2400 -0.5294  -0.07
2 C 1.7160 -3.3362 0.7074  -0.17
3 O 0.4659 -2.5108 1.0707  -0.09
4 C 0.2036 -1.4556 0.3021  -0.24
5 C -0.7116 -0.5827 0.6987  -0.19
6 P -1.1184 0.7369 -0.3799  0.60
7 O -0.2173 0.9075 -1.5419  -0.35
8 O -1.2756 2.1480 0.4643  -0.28
9 C -0.5643 3.3754 0.1795  -0.26
10 C -1.5452 4.5211 -0.3498  -0.07
11 H 2.5712 -4.9245 -0.4871  0.11
12 H 0.6172 -4.6753 -0.5256  0.09
13 H 1.7101 -3.6246 -1.3794  0.04
14 H 2.4015 -2.5291 0.5936  0.10
15 H 1.8839 -3.8812 1.6617  0.12
16 H 0.9371 -1.0690 -0.3510  0.11
17 H -1.2826 -0.6738 1.6118  0.09
18 H -2.4339 0.2332 -0.5506  0.05
19 H -0.0499 3.7608 1.0658  0.10
20 H 0.3112 3.3313 -0.5167  0.11
21 H -2.0432 4.1767 -1.3075  0.09
22 H -2.3524 4.9211 0.1716  0.03
23 H -0.8680 5.3908 -0.6082  0.08

Relative energy table, unit kJ/mol: w 142.6; x 0.0

w.
Molecular formula: C3H8N2S
Method: DFT, wB97M-V/def2-TZVPD

## Properties
E_HOMO: -7.74 eV
SMILES: CN/N=C\SC
net charge: 0

Last column: Löwdin charge in e.
Element x y z (Å)
1 C -1.4273 0.6788 1.6018  -0.10
2 N -0.5397 -0.4939 1.4506  -0.19
3 N 0.8229 -0.2855 1.3011  -0.06
4 C 1.2356 0.2538 0.1884  -0.50
5 S 0.5893 0.3952 -1.4770  0.81
6 C -0.6671 -0.9117 -1.4951  -0.43
7 H -1.1779 1.2817 2.4642  0.07
8 H -2.4233 0.2868 1.6563  0.07
9 H -1.3326 1.2651 0.7025  0.05
10 H -0.7334 -1.2178 2.1805  0.12
11 H 2.1437 0.8531 0.2498  0.05
12 H -0.2826 -1.8406 -1.0594  0.04
13 H -0.8254 -1.0600 -2.5932  0.03
14 H -1.6265 -0.5613 -1.0014  0.04

x.
Molecular formula: C3H8N2S
Method: DFT, wB97M-V/def2-TZVPD

## Properties
E_HOMO: -8.40 eV
net charge: 0

Last column: Löwdin charge in e.
Element x y z (Å)
1 C -2.2864 -0.4616 0.0244  -0.14
2 C 0.1979 -0.1312 -0.2478  -0.48
3 C 0.3295 1.4750 -0.1097  -0.03
4 H -2.3614 0.3701 -0.9454  0.13
5 H -2.9407 -1.5255 -0.1786  0.12
6 H -2.4832 -0.0931 1.0846  0.07
7 H 1.1986 1.8263 -0.5195  -0.04
8 H -0.4444 2.0258 -0.6497  0.06
9 H 0.5266 1.2624 1.2120  0.19
10 H 1.3187 -1.9611 -0.4236  0.01
11 H 3.3876 -0.7245 1.2524  -0.07
12 N -0.8370 -0.7865 -0.1633  -0.07
13 N 1.4142 -1.0398 -0.2049  -0.37
14 S 2.9799 -0.2361 -0.1308  0.63

Relative energy table, unit kJ/mol: w 0.0; x 229.4